This record from OMol25 describes a molecular structure, C6H10O. The level of theory is ωB97M-V/def2-TZVPD.

CARTESIAN COORDINATES (ANGSTROEM)
C  1.96323  0.31210  -0.70567
C  0.63970  0.11953  -0.02216
C  0.19096  -1.25334  0.49886
C  -1.22680  -0.98621  -0.06936
C  -0.76685  0.39732  -0.61632
C  -0.74872  1.57316  0.34738
O  0.40149  1.17710  0.95421
H  2.78030  0.13412  0.00265
H  2.07169  -0.38557  -1.54190
H  2.04925  1.33580  -1.08285
H  0.70997  -2.08209  0.00551
H  0.27754  -1.37264  1.58155
H  -2.03525  -0.93078  0.66217
H  -1.50885  -1.68034  -0.86639
H  -0.96899  0.62108  -1.66583
H  -2.12523  1.12264  1.46526
H  -1.70344  1.89813  1.05287

Properties
2S+1: 1
LUMO in Eh: 0.0285
Largest force on an atom in hartree/bohr: 0.0065
HOMO energy in eV: -7.73
Frontier orbital gap in eV: 8.51
Energy above the lowest of the compared OMol25 structures with the same formula, charge and spin in kJ/mol: 511.4


This record from OMol25 describes a molecular structure, C7H26EuOP2 at a distorted geometry. The level of theory is ωB97M-V/def2-TZVPD.

CARTESIAN COORDINATES (ANGSTROEM)
Eu  0.54865  0.37981  -0.14063
H  1.76864  2.53701  -1.16139
H  1.96119  2.58358  -0.42835
P  -0.58664  -0.47950  -2.50947
P  0.84046  -0.09398  2.54408
C  -0.32971  0.62086  3.73441
H  -0.04480  0.50451  4.79076
H  -0.50781  1.68777  3.52649
H  -1.30468  0.14126  3.56514
C  1.22003  -1.79547  3.07406
H  1.96363  -2.22662  2.39176
H  1.57041  -1.89178  4.11235
H  0.31255  -2.39383  2.92767
C  2.39452  0.84564  2.78149
H  2.24709  1.91110  2.54463
H  2.85233  0.78026  3.78222
H  3.13815  0.51576  2.03816
C  -0.64841  -2.26691  -2.88492
H  -0.86379  -2.53927  -3.92865
H  0.30152  -2.72417  -2.58628
H  -1.40227  -2.71462  -2.22875
C  -2.14977  0.22258  -3.12384
H  -2.15996  1.32171  -3.05851
H  -2.44133  -0.05611  -4.14783
H  -2.94771  -0.09605  -2.43781
C  0.67761  0.15726  -3.67862
H  1.67158  -0.18574  -3.35651
H  0.55773  -0.10652  -4.74111
H  0.74509  1.25280  -3.61780
H  1.91716  -1.33637  -0.45834
H  -1.18429  -1.13340  0.45558
C  -2.13007  2.31180  0.50633
O  -0.79612  2.50590  -0.08149
H  -2.22666  2.87169  1.43169
H  -2.13325  1.25095  0.78321
H  -3.00751  2.51167  -0.14853
H  -0.89694  2.84347  -0.97791

Properties
2S+1: 7
Charge: +1
LUMO (alpha / beta) in Eh: -0.1659 / -0.1219
Largest force on an atom in hartree/bohr: 0.0423
HOMO energy (alpha / beta) in eV: -10.96 / -10.98
<S²>: 12.02
Frontier orbital gap (alpha / beta) in eV: 6.45 / 7.66


This record from OMol25 describes a molecular structure, C9H21I2O2P2Ti at a distorted geometry. The level of theory is ωB97M-V/def2-TZVPD.

CARTESIAN COORDINATES (ANGSTROEM)
I  0.00310  -2.72012  -1.83487
I  -0.01510  1.15095  -4.64578
Ti  -0.00267  -0.69581  -0.23672
P  -2.43895  -0.31202  -0.25093
C  -3.12847  -0.23385  -1.93350
C  -3.56834  -1.41819  0.61916
H  -4.55775  -0.94504  0.56131
H  -4.02168  1.21950  0.57624
H  -3.30223  -1.56648  1.67599
H  -2.56951  1.34836  1.59368
H  -2.91071  -1.14084  -2.51588
H  -3.63556  -2.39016  0.12575
C  -2.92097  1.23997  0.55191
H  -4.20991  -0.11109  -1.82147
H  -2.56256  2.08725  -0.04784
H  -2.73154  0.60096  -2.52899
P  2.43862  -0.32812  -0.24457
C  3.13217  -0.24951  -1.92133
C  2.92822  1.22106  0.56537
H  3.28806  -1.58987  1.68640
H  4.55131  -0.97244  0.57590
H  3.62207  -2.41359  0.13387
C  3.55929  -1.44212  0.63010
H  2.57586  1.32850  1.60829
H  4.02998  1.19257  0.59002
H  4.21314  -0.13449  -1.80763
H  2.74366  0.58988  -2.51355
H  2.57503  2.07179  -0.03468
H  2.91085  -1.15248  -2.50644
C  0.00801  1.17841  -0.90166
O  0.01418  2.32094  -1.17264
C  -0.00252  0.77576  2.79606
C  -0.00354  -0.21528  1.77132
O  -0.00612  -1.47677  1.68757
H  -0.86538  1.42884  2.69392
H  0.86046  1.42895  2.69113
H  -0.00049  0.32462  3.78446

Properties
2S+1: 2
Charge: +2
LUMO (alpha / beta) in Eh: -0.3372 / -0.3372
Largest force on an atom in hartree/bohr: 0.1654
HOMO energy (alpha / beta) in eV: -15.77 / -15.43
<S²>: 0.75
Frontier orbital gap (alpha / beta) in eV: 6.60 / 6.25
Energy above the lowest of the compared OMol25 structures with the same formula, charge and spin in kJ/mol: 0.0


This record from OMol25 describes a molecular structure, C27H28BrIN4O4Ti at a distorted geometry. The level of theory is ωB97M-V/def2-TZVPD.

CARTESIAN COORDINATES (ANGSTROEM)
Ti  -0.81968  -0.09545  0.03575
C  4.13126  1.18141  -0.75229
C  3.81911  -0.19302  -0.16412
N  2.98825  -1.02525  -1.05197
C  3.66696  -2.20107  -1.62188
C  4.79929  -1.83374  -2.57444
C  1.71082  -0.78765  -1.19776
C  0.87940  -1.56261  -2.18584
N  1.04827  0.15571  -0.50925
H  4.84516  1.68995  -0.10576
H  3.24517  1.81069  -0.84618
H  4.58178  1.08790  -1.73946
H  3.33360  -0.11965  0.81048
H  4.74783  -0.73419  -0.00886
H  2.94462  -2.83391  -2.12622
H  4.05517  -2.77196  -0.77641
H  4.46624  -1.13048  -3.33784
H  5.14457  -2.73918  -3.07101
H  5.65192  -1.40674  -2.04793
H  1.46838  -1.92110  -3.02393
H  0.12470  -0.89103  -2.58721
H  0.40503  -2.42523  -1.70769
H  1.65065  0.67245  0.12199
N  -0.25623  2.82750  2.85812
C  -0.41035  1.56857  2.47422
N  -0.97017  1.48641  1.26400
C  -1.20230  2.81912  0.84957
C  -1.81271  3.34674  -0.28661
C  -1.89846  4.72099  -0.37406
C  -1.39875  5.55976  0.63070
C  -0.81633  5.05085  1.77142
C  -0.73886  3.66715  1.86236
H  0.12566  3.12868  3.74250
H  -0.13919  0.72651  3.09187
H  -2.20861  2.70913  -1.06013
H  -2.37730  5.16233  -1.23733
H  -1.48610  6.63040  0.50769
H  -0.44276  5.69689  2.55433
I  -5.57516  -2.08458  -6.74587
C  -4.57114  -1.48250  -5.02082
C  -3.85107  -0.28709  -5.01750
C  -3.15054  0.08196  -3.89187
C  -3.17545  -0.73497  -2.75204
C  -3.92852  -1.91851  -2.75141
C  -4.61944  -2.28899  -3.88231
C  -2.38620  -0.38976  -1.60628
O  -2.41310  -1.04160  -0.49765
O  -1.50994  0.56540  -1.60683
H  -3.84297  0.34654  -5.89321
H  -2.58380  1.00405  -3.87568
H  -3.94897  -2.53694  -1.86349
H  -5.19651  -3.20287  -3.90127
Br  1.96885  -1.80190  7.16264
C  0.64734  -1.74038  5.81381
C  -0.68938  -1.60886  6.17183
C  -1.66669  -1.57135  5.18656
C  -1.31120  -1.61320  3.84937
C  0.03776  -1.71633  3.49933
C  1.02100  -1.80374  4.48365
C  0.47229  -1.61767  2.08989
O  1.61266  -1.70641  1.70992
O  -0.51100  -1.32719  1.19955
H  -0.96252  -1.53981  7.21596
H  -2.70902  -1.51250  5.46960
H  -2.06999  -1.58021  3.07929
H  2.05671  -1.91749  4.19401

Properties
2S+1: 1
Charge: +2
LUMO in Eh: -0.2519
Largest force on an atom in hartree/bohr: 0.0447
HOMO energy in eV: -13.47
Frontier orbital gap in eV: 6.62
Energy above the lowest of the compared OMol25 structures with the same formula, charge and spin in kJ/mol: 99.7


These records have calculated total energy values of -309.6476, -1750.1444, -2632.9901, -5286.5117 Eh, in the order they appear.